Record 1
Molecular formula: C52H26Cl5F15GeIrN3OS3
Method: DFT, wB97M-V/def2-TZVPD

## Properties
Calculated total energy: -9411.51911 Eh
Kohn-Sham gap: 7.7 eV
LUMO level: 0.107 eV
Net charge: 0
Energy above the lowest of the compared OMol25 structures with the same formula, charge and spin: 0.0 kcal/mol
F_max: 0.024 hartree/bohr

```
107
Properties=species:S:1:pos:R:3:forces:R:3
Ir -1.405 -0.820 0.745 -0.87 -0.88 -0.12
N -2.833 0.329 -0.358 0.09 0.05 0.02
C -4.201 0.089 -0.003 0.03 -0.06 0.05
C -5.128 -0.260 -0.968 0.01 0.00 0.00
C -6.433 -0.553 -0.599 0.00 -0.01 0.00
C -6.786 -0.495 0.739 0.01 0.00 0.00
C -5.845 -0.139 1.694 0.00 -0.01 -0.01
C -4.529 0.172 1.350 0.02 0.00 0.00
C -3.528 0.539 2.395 -0.05 -0.12 0.09
C -4.017 1.194 3.532 -0.04 0.00 -0.04
C -3.224 1.434 4.639 0.03 -0.02 0.00
C -1.908 0.997 4.626 -0.02 -0.02 -0.01
C -1.400 0.381 3.494 0.02 0.11 -0.06
C -2.165 0.165 2.341 0.35 -0.03 0.27
H -2.664 0.222 -1.354 -0.07 0.00 -0.02
H -2.550 1.279 -0.117 -0.04 -0.01 -0.04
H -4.832 -0.293 -2.011 0.00 0.00 0.00
H -7.160 -0.830 -1.350 0.00 0.01 0.00
H -7.795 -0.735 1.045 0.00 0.00 0.00
H -6.131 -0.133 2.737 0.00 0.00 0.01
H -5.046 1.533 3.540 -0.01 0.00 0.01
H -3.634 1.946 5.501 0.00 0.00 0.01
H -1.272 1.142 5.492 0.00 0.00 0.01
H -0.374 0.038 3.501 0.00 0.06 0.02
Cl -2.749 -2.806 1.517 0.07 0.48 -0.26
C -1.501 -3.936 2.023 0.04 -0.06 0.03
C -1.927 -5.220 2.309 -0.01 0.01 -0.01
C -1.004 -6.155 2.740 0.00 -0.01 0.00
C 0.325 -5.783 2.878 0.00 0.02 0.01
C 0.716 -4.490 2.585 -0.01 -0.03 0.00
Cl 2.394 -4.083 2.775 0.00 0.01 0.00
C -0.181 -3.502 2.144 -0.07 0.04 -0.06
S 0.375 -1.887 1.790 0.03 -0.09 0.22
H -2.972 -5.476 2.193 0.00 0.00 0.00
H -1.315 -7.164 2.967 0.00 0.00 0.00
H 1.069 -6.492 3.214 0.00 0.00 0.00
Cl 1.082 0.208 -8.399 0.00 0.00 0.00
C 1.440 -0.689 -6.958 0.00 0.00 -0.01
C 1.988 -1.958 -7.059 0.00 0.00 0.00
C 2.265 -2.658 -5.900 0.02 0.00 0.00
C 2.009 -2.121 -4.640 0.00 -0.10 -0.05
C 2.337 -2.939 -3.416 -0.11 -0.02 -0.08
C 1.262 -3.985 -3.095 0.01 0.02 0.08
N 0.084 -3.337 -2.539 -0.03 -0.01 0.02
C -1.077 -2.975 -3.176 -0.03 -0.01 0.04
C -1.795 -2.261 -2.264 -0.06 -0.05 0.04
N -1.083 -2.171 -1.090 0.41 0.45 0.10
C 0.040 -2.819 -1.298 0.07 -0.06 -0.03
O 3.577 -3.587 -3.615 0.00 0.17 -0.01
C 4.396 -3.652 -2.442 -0.01 -0.09 0.08
C 4.356 -2.400 -1.618 0.13 -0.03 0.10
C 4.744 -1.163 -2.040 0.08 0.01 0.03
Cl 5.445 -0.780 -3.558 -0.02 0.00 -0.01
S 4.413 0.066 -0.893 0.01 -0.05 0.03
C 3.745 -1.074 0.194 0.00 0.06 0.00
C 3.776 -2.333 -0.316 -0.02 0.01 -0.05
C 1.461 -0.845 -4.579 -0.05 0.01 0.01
Cl 1.104 -0.099 -3.052 0.03 0.01 0.03
C 1.175 -0.120 -5.728 0.01 0.00 -0.01
H 2.198 -2.381 -8.031 0.00 0.00 0.00
H 2.720 -3.639 -5.961 -0.01 0.00 0.00
H 2.393 -2.277 -2.552 -0.06 0.06 -0.11
H 1.654 -4.670 -2.342 0.01 -0.03 -0.03
H 0.986 -4.564 -3.975 -0.04 0.03 -0.01
H -1.288 -3.264 -4.191 0.00 0.00 0.00
H -2.788 -1.855 -2.365 0.01 0.02 -0.02
H 0.839 -2.912 -0.578 0.01 0.04 -0.01
H 5.397 -3.872 -2.811 0.00 0.03 0.00
H 4.074 -4.488 -1.811 0.04 -0.02 -0.01
H 3.341 -0.756 1.142 -0.03 -0.04 -0.02
H 3.383 -3.194 0.208 0.02 -0.01 0.04
H 0.755 0.873 -5.655 0.00 0.00 0.00
F -0.961 5.478 0.215 -0.03 -0.05 0.04
C -0.071 5.029 -0.682 0.04 0.01 0.00
C 0.683 3.895 -0.439 -0.02 0.05 0.00
C 1.608 3.564 -1.417 0.03 -0.05 0.04
F 2.419 2.512 -1.226 -0.04 0.03 -0.02
C 1.771 4.284 -2.584 0.00 0.00 -0.02
F 2.678 3.924 -3.492 -0.01 0.00 0.00
C 0.981 5.400 -2.798 0.01 0.00 -0.01
F 1.117 6.110 -3.913 0.00 0.00 0.00
C 0.059 5.779 -1.840 0.00 0.00 0.00
F -0.691 6.864 -2.034 0.00 -0.01 0.00
Ge 0.523 2.657 1.099 -0.13 0.02 -0.06
S 0.048 0.811 0.006 0.23 0.00 -0.21
C -0.781 3.386 2.371 0.00 0.09 -0.03
C -2.095 3.557 1.972 0.02 0.02 0.00
F -2.479 3.136 0.751 0.01 0.04 -0.03
C -3.048 4.179 2.750 0.00 0.00 0.02
F -4.303 4.307 2.325 0.01 0.00 0.01
C -2.686 4.652 3.999 0.04 -0.01 -0.02
F -3.593 5.225 4.782 -0.01 0.00 0.01
C -1.388 4.487 4.446 0.00 0.00 -0.02
F -1.046 4.914 5.661 0.00 0.00 0.01
C -0.462 3.859 3.632 0.02 0.04 -0.04
F 0.778 3.723 4.121 0.01 -0.01 0.01
C 2.311 2.661 1.931 0.01 -0.05 0.03
C 2.741 1.578 2.679 -0.02 -0.01 -0.04
F 1.918 0.540 2.876 0.04 0.04 0.03
C 3.997 1.509 3.253 0.00 -0.03 0.02
F 4.368 0.442 3.960 0.00 0.01 -0.02
C 4.871 2.570 3.092 0.01 0.00 -0.01
F 6.082 2.527 3.636 -0.02 0.00 0.00
C 4.474 3.679 2.366 0.02 0.00 -0.01
F 5.308 4.708 2.219 -0.01 -0.02 0.01
C 3.210 3.708 1.805 -0.02 0.02 0.00
F 2.878 4.824 1.139 -0.03 -0.02 0.00
```
Positions in Å, forces in eV/Å.

Löwdin atomic charge list, values in e, 4 entries:
1. Ir 0.65
2. N -0.05
3. C -0.25
4. C -0.03

=====

Record 2
Molecular formula: C52H35I4IrN6O2
Method: DFT, wB97M-V/def2-TZVPD

## Properties
Multiplicity: 2
Expectation value of S²: 1.15
Calculated total energy: -3776.29872 Eh
Kohn-Sham gap (alpha / beta): 4.6 / 4.9 eV
LUMO level (alpha / beta): -4.552 / -4.518 eV
Net charge: +1
Energy above the lowest of the compared OMol25 structures with the same formula, charge and spin: 0.0 kcal/mol
F_max: 0.039 hartree/bohr

```
100
Properties=species:S:1:pos:R:3:forces:R:3
Ir -0.245 1.183 -0.617 0.48 -1.14 -0.48
I 6.915 -3.812 3.982 -0.46 0.11 -0.32
C 5.406 -3.066 2.716 0.37 0.02 0.20
C 4.145 -3.654 2.703 0.08 -0.18 0.14
C 3.182 -3.192 1.835 -0.12 0.26 -0.30
C 3.448 -2.117 0.965 0.79 -0.52 0.87
C 4.712 -1.499 1.055 -0.54 -0.18 -0.38
C 5.680 -1.970 1.905 0.23 -0.30 0.23
C 2.536 -1.615 -0.001 -1.32 0.82 -0.73
C 2.559 -0.205 -0.379 0.47 -0.24 -0.13
C 2.260 0.061 -1.835 -0.14 0.15 0.11
C 0.808 -0.345 -1.957 -0.24 1.27 -0.08
C 2.132 0.792 0.453 0.05 -0.67 -0.76
C 1.896 0.676 1.902 -1.85 -0.02 -0.17
C 3.055 0.573 2.738 0.75 0.04 0.68
C 3.064 -0.158 3.933 -0.12 0.18 -0.45
C 4.220 -0.282 4.670 0.33 0.03 0.22
C 5.390 0.326 4.236 0.35 -0.01 0.23
I 7.165 0.112 5.357 -0.42 0.12 -0.25
C 5.406 1.066 3.061 0.16 0.02 0.26
C 4.254 1.180 2.320 -0.49 0.08 0.20
C 0.551 0.711 2.278 1.71 -0.02 -0.43
N -0.444 0.694 1.332 -0.55 0.23 -0.92
C -1.647 0.695 1.973 -0.29 -0.44 -1.15
C -2.876 0.517 1.324 0.42 0.21 0.05
C -4.098 0.455 2.149 -0.28 0.10 0.16
C -4.674 -0.786 2.405 0.11 0.15 0.01
C -5.820 -0.890 3.168 -0.16 -0.02 0.07
C -6.410 0.263 3.664 -0.42 -0.01 0.23
I -8.202 0.124 4.772 0.39 0.03 -0.21
C -5.847 1.505 3.424 -0.13 0.03 0.11
C -4.686 1.597 2.677 0.13 -0.08 -0.15
C -2.976 0.146 -0.020 0.88 -0.38 -0.09
C -4.160 -0.289 -0.675 -0.21 -0.47 -0.80
C -3.770 -0.928 -1.819 -0.75 0.49 0.39
C -2.338 -0.896 -1.856 0.97 -0.67 -0.87
N -1.890 -0.133 -0.828 -0.39 0.78 0.84
C -1.561 -1.845 -2.590 -0.31 1.03 1.53
C -0.424 -2.432 -1.876 0.59 1.49 0.17
C -0.186 -3.691 -1.355 1.14 -0.74 0.77
C 0.993 -3.629 -0.587 -0.95 -0.69 -0.54
C 1.467 -2.316 -0.621 1.23 0.33 0.33
N 0.596 -1.620 -1.442 -0.94 -0.47 -0.59
C -2.009 -2.314 -3.856 -0.46 -0.56 -1.25
C -1.597 -3.545 -4.409 -0.13 0.41 0.44
C -2.076 -3.977 -5.624 -0.17 -0.05 -0.36
C -2.949 -3.177 -6.355 -0.11 -0.07 -0.32
I -3.697 -3.833 -8.214 0.22 0.15 0.47
C -3.315 -1.926 -5.870 -0.16 -0.30 -0.32
C -2.856 -1.505 -4.648 0.39 -0.15 0.42
C -1.418 0.749 3.376 0.82 0.07 0.64
C -0.067 0.754 3.567 -0.86 0.10 0.35
N 1.573 1.919 -0.128 -0.25 1.39 1.40
H 3.920 -4.473 3.370 0.01 -0.02 0.02
H 2.194 -3.625 1.865 -0.10 -0.07 -0.03
H 4.922 -0.662 0.405 0.07 0.01 -0.07
H 6.649 -1.498 1.931 0.10 0.02 0.04
H 2.898 -0.555 -2.482 -0.04 0.05 -0.01
H 0.401 -0.304 -2.973 0.01 0.09 0.26
H 2.171 -0.672 4.247 -0.12 -0.10 0.08
H 4.215 -0.853 5.583 0.02 -0.12 0.12
H 6.318 1.541 2.731 0.06 0.07 -0.02
H 4.251 1.779 1.422 0.06 0.04 -0.16
H -4.201 -1.670 2.006 0.00 -0.17 -0.04
H -6.253 -1.857 3.368 -0.06 -0.08 0.02
H -6.309 2.403 3.803 -0.07 0.05 0.08
H -4.245 2.562 2.480 0.06 0.15 -0.04
H -5.157 -0.164 -0.302 -0.20 -0.10 0.09
H -4.399 -1.447 -2.511 -0.16 -0.22 -0.13
H -0.793 -4.564 -1.493 -0.16 -0.11 -0.02
H 1.459 -4.458 -0.095 0.05 -0.14 0.20
H -0.918 -4.175 -3.857 0.08 -0.08 0.03
H -1.780 -4.939 -6.012 0.06 -0.08 -0.03
H -3.961 -1.284 -6.446 -0.07 0.06 -0.11
H -3.132 -0.519 -4.308 0.04 0.11 0.08
H -2.191 0.773 4.118 -0.11 -0.02 0.18
H 0.445 0.813 4.504 0.16 -0.04 0.23
C 4.415 2.889 -2.664 0.04 0.23 0.08
O 3.785 1.609 -2.732 -0.13 -0.23 -0.09
C 2.504 1.535 -2.247 -0.88 -0.19 0.01
O 2.302 2.434 -1.180 0.95 -0.17 -0.59
N 1.547 2.012 -3.268 0.42 0.09 -0.08
N 0.212 2.186 -2.731 -0.15 -0.11 0.86
H 5.191 2.892 -3.425 -0.04 -0.01 0.02
H 4.861 3.032 -1.676 -0.05 -0.01 -0.12
H 3.700 3.689 -2.849 0.04 0.02 -0.09
H 1.562 1.409 -4.083 -0.25 -0.01 0.03
H -0.464 1.918 -3.442 0.07 -0.06 0.07
H 0.092 3.194 -2.588 0.00 -0.38 0.07
C -3.220 4.941 0.088 -0.15 0.11 0.07
C -2.104 4.799 0.893 0.11 -0.08 0.15
C -1.231 3.735 0.709 0.01 0.22 0.02
C -1.488 2.811 -0.290 0.72 -0.74 -0.55
C -2.594 2.962 -1.115 -0.11 0.24 -0.03
C -3.461 4.027 -0.922 -0.02 -0.02 -0.05
H -3.900 5.762 0.255 -0.06 0.10 -0.04
H -1.902 5.519 1.672 -0.01 0.09 0.09
H -0.354 3.647 1.336 0.07 -0.07 0.01
H -2.809 2.261 -1.913 0.04 -0.13 0.00
H -4.321 4.130 -1.566 -0.16 0.07 -0.07
```
Positions in Å, forces in eV/Å.

Löwdin atomic charge list, values in e, 4 entries:
1. Ir 1.42
2. I 0.90
3. C -0.68
4. C -0.13